DFT (ωB97M-V/def2-TZVPD) results for 6 unconnected molecules or ions with the total composition C68H156F2N2O5P4S2.

Output
spin multiplicity: 2
LUMO level (alpha / beta): -4.40 / -4.50 eV
total charge: +3
calculated total energy: -5530.71594 a.u.

Last column: Löwdin spin population.
CARTESIAN COORDINATES (ANGSTROEM)
C (-7.1835, -11.8529, -12.5399)  0.00
C (-6.3822, -13.2022, -12.6879)  0.00
C (-6.7892, -14.1900, -11.6267)  0.00
O (-8.1973, -14.3510, -11.6646)  0.00
C (-8.6264, -15.3514, -10.7470)  0.00
N (-6.8690, -13.7181, -14.0106)  0.02
H (-6.5490, -13.0984, -14.7412)  0.00
H (-6.5536, -14.6451, -14.2581)  0.02
H (-7.8715, -13.8169, -13.9380)  0.00
H (-7.1136, -11.1354, -13.3575)  0.00
H (-6.8134, -11.4155, -11.6127)  0.00
H (-8.2351, -11.9612, -12.2745)  0.00
H (-5.3282, -12.9459, -12.7952)  0.00
H (-6.4563, -13.7230, -10.6998)  0.00
H (-6.1578, -15.0769, -11.5731)  0.00
H (-9.6602, -15.2901, -10.4069)  0.00
H (-8.1320, -15.0134, -9.8363)  0.00
H (-8.2978, -16.3632, -10.9845)  0.00
C (-18.1225, -17.7551, -13.9195)  0.00
C (-17.3602, -17.0790, -12.8278)  0.00
C (-17.4044, -15.4751, -12.7511)  0.00
C (-16.3497, -14.8219, -13.6860)  0.00
P (-16.3347, -13.0066, -14.1020)  0.00
C (-14.9245, -12.6748, -15.1711)  0.00
C (-13.6163, -12.8208, -14.5378)  0.00
C (-12.6905, -14.0507, -14.8826)  0.00
C (-11.1875, -13.8247, -14.4970)  0.00
C (-16.1773, -12.1812, -12.4754)  0.00
C (-15.7315, -10.6552, -12.3711)  0.00
C (-17.0479, -9.7886, -12.5004)  0.00
C (-16.8069, -8.3152, -11.9968)  0.00
C (-17.9063, -12.5507, -14.8687)  0.00
C (-18.0398, -13.0109, -16.3461)  0.00
C (-18.9812, -14.2263, -16.6261)  0.00
C (-20.4174, -13.9629, -16.2740)  0.00
H (-19.1425, -17.4012, -14.0691)  0.00
H (-18.1773, -18.8235, -13.7104)  0.00
H (-17.6077, -17.6934, -14.8782)  0.00
H (-16.3610, -17.5142, -12.8412)  0.00
H (-17.8526, -17.3012, -11.8811)  0.00
H (-17.3561, -15.0618, -11.7436)  0.00
H (-18.3984, -15.1966, -13.1011)  0.00
H (-16.3649, -15.3519, -14.6384)  0.00
H (-15.3917, -15.0979, -13.2455)  0.00
H (-15.0956, -11.6172, -15.3721)  0.00
H (-14.9589, -13.3233, -16.0465)  0.00
H (-13.6948, -12.7092, -13.4564)  0.00
H (-13.0848, -11.9798, -14.9829)  0.00
H (-12.6214, -14.1789, -15.9628)  0.00
H (-13.0206, -14.9662, -14.3917)  0.00
H (-10.8135, -12.8568, -14.8307)  0.00
H (-10.6117, -14.6589, -14.8978)  0.00
H (-11.0494, -13.8406, -13.4159)  0.00
H (-15.4376, -12.6775, -11.8471)  0.00
H (-17.0575, -12.4182, -11.8778)  0.00
H (-14.8922, -10.4360, -13.0311)  0.00
H (-15.3450, -10.5040, -11.3632)  0.00
H (-17.9556, -10.0295, -11.9472)  0.00
H (-17.2208, -9.6128, -13.5622)  0.00
H (-16.7291, -8.4822, -10.9225)  0.00
H (-17.7776, -7.8260, -12.0765)  0.00
H (-15.9576, -7.7822, -12.4243)  0.00
H (-17.9770, -11.4634, -14.9010)  0.00
H (-18.7045, -12.9521, -14.2444)  0.00
H (-17.0486, -13.2888, -16.7044)  0.00
H (-18.2701, -12.1652, -16.9940)  0.00
H (-18.6988, -14.9703, -15.8813)  0.00
H (-18.8825, -14.7336, -17.5858)  0.00
H (-20.7491, -13.1349, -16.9005)  0.00
H (-20.5900, -13.8995, -15.1997)  0.00
H (-21.0223, -14.7427, -16.7367)  0.00
C (-0.7193, -20.9973, -22.3951)  0.00
C (-0.0382, -21.9939, -21.4239)  0.00
C (0.5798, -21.2866, -20.2543)  0.00
C (1.3099, -22.2765, -19.3852)  0.00
P (2.2738, -21.7143, -17.8880)  0.00
C (3.4376, -23.0627, -17.4237)  0.00
C (2.7590, -24.4874, -17.2277)  0.00
C (3.6847, -25.6353, -16.7574)  0.00
C (3.0534, -27.0756, -16.9596)  0.00
C (3.2573, -20.1853, -18.2910)  0.00
C (4.4906, -20.4734, -19.2544)  0.00
C (4.2342, -20.7250, -20.7947)  0.00
C (5.4540, -20.3883, -21.6564)  0.00
C (1.0588, -21.5384, -16.5111)  0.00
C (-0.0300, -20.4565, -16.6654)  0.00
C (-1.0830, -20.7075, -15.6632)  0.00
C (-2.1113, -19.5916, -15.8071)  0.00
H (-1.3184, -21.4854, -23.1638)  0.00
H (-0.0455, -20.3491, -22.9554)  0.00
H (-1.3385, -20.3525, -21.7715)  0.00
H (0.7294, -22.4606, -22.0412)  0.00
H (-0.7520, -22.7452, -21.0859)  0.00
H (-0.2824, -20.8191, -19.7787)  0.00
H (1.4011, -20.6153, -20.5051)  0.00
H (1.9714, -22.7994, -20.0760)  0.00
H (0.4759, -22.9328, -19.1365)  0.00
H (3.9613, -22.7723, -16.5129)  0.00
H (4.2433, -23.0759, -18.1577)  0.00
H (2.3805, -24.7944, -18.2027)  0.00
H (1.8183, -24.4368, -16.6793)  0.00
H (4.0374, -25.4810, -15.7377)  0.00
H (4.5593, -25.6811, -17.4063)  0.00
H (2.1109, -27.1596, -16.4185)  0.00
H (3.8006, -27.7584, -16.5552)  0.00
H (2.9169, -27.3609, -18.0026)  0.00
H (3.5876, -19.7139, -17.3653)  0.00
H (2.5841, -19.4795, -18.7775)  0.00
H (5.1059, -21.2783, -18.8523)  0.00
H (5.1140, -19.5792, -19.2484)  0.00
H (3.3914, -20.0986, -21.0872)  0.00
H (3.9440, -21.7489, -21.0301)  0.00
H (6.1753, -21.1957, -21.5303)  0.00
H (5.9124, -19.4093, -21.5168)  0.00
H (5.1296, -20.3979, -22.6970)  0.00
H (1.7054, -21.2619, -15.6783)  0.00
H (0.5782, -22.5115, -16.4100)  0.00
H (-0.4568, -20.3312, -17.6605)  0.00
H (0.4395, -19.5006, -16.4332)  0.00
H (-0.6410, -20.6233, -14.6704)  0.00
H (-1.4436, -21.7322, -15.7527)  0.00
H (-2.7002, -19.6958, -16.7184)  0.00
H (-1.6596, -18.6000, -15.7773)  0.00
H (-2.8046, -19.6487, -14.9680)  0.00
C (-10.8699, -13.8481, -18.6658)  0.00
C (-9.5925, -13.9590, -17.7969)  0.00
C (-8.4186, -14.5427, -18.6408)  0.00
C (-7.2499, -14.7016, -17.6923)  0.00
P (-5.6174, -14.7864, -18.3945)  0.00
C (-4.3538, -14.6203, -17.0231)  0.01
C (-2.8344, -14.4942, -17.2498)  0.00
C (-1.9552, -14.1517, -15.9780)  0.00
C (-0.5381, -14.5464, -16.2587)  0.00
C (-5.5047, -16.4566, -19.1051)  0.00
C (-5.6478, -17.5988, -18.0747)  0.00
C (-4.6061, -18.6615, -18.3858)  0.00
C (-4.8774, -19.4584, -19.7370)  0.00
C (-5.3790, -13.4552, -19.7411)  0.00
C (-4.1994, -13.6558, -20.7892)  0.00
C (-4.7228, -14.4577, -21.9844)  0.00
C (-5.9304, -13.8462, -22.7660)  0.00
H (-10.6439, -13.1951, -19.5088)  0.00
H (-11.7172, -13.3961, -18.1502)  0.00
H (-11.2096, -14.7813, -19.1151)  0.00
H (-9.8306, -14.5432, -16.9080)  0.00
H (-9.3847, -12.9998, -17.3227)  0.00
H (-8.1328, -13.9304, -19.4960)  0.00
H (-8.7655, -15.4362, -19.1600)  0.00
H (-7.3927, -15.6390, -17.1548)  0.00
H (-7.2257, -13.8817, -16.9744)  0.00
H (-4.4308, -15.5266, -16.4224)  0.00
H (-4.6181, -13.7754, -16.3872)  0.00
H (-2.8021, -13.6511, -17.9400)  0.00
H (-2.5426, -15.4678, -17.6435)  0.00
H (-2.2955, -14.6344, -15.0618)  0.00
H (-1.9316, -13.0789, -15.7864)  0.00
H (-0.5510, -15.6340, -16.3291)  0.00
H (0.1426, -14.4315, -15.4152)  0.00
H (-0.1076, -14.0851, -17.1476)  0.00
H (-4.5110, -16.6073, -19.5270)  0.00
H (-6.2723, -16.5222, -19.8762)  0.00
H (-6.6480, -18.0319, -18.0690)  0.00
H (-5.7204, -17.2947, -17.0305)  0.00
H (-4.5714, -19.3372, -17.5312)  0.00
H (-3.5931, -18.2591, -18.3794)  0.00
H (-5.8776, -19.8862, -19.8038)  0.00
H (-4.2538, -20.3319, -19.9276)  0.00
H (-4.8579, -18.7812, -20.5910)  0.00
H (-5.2402, -12.5502, -19.1496)  0.00
H (-6.3167, -13.1991, -20.2343)  0.00
H (-3.2978, -14.1842, -20.4792)  0.00
H (-3.8920, -12.6988, -21.2107)  0.00
H (-4.9744, -15.4784, -21.6963)  0.00
H (-3.8402, -14.6190, -22.6034)  0.00
H (-5.8750, -12.7672, -22.9100)  0.00
H (-6.8558, -13.9528, -22.2000)  0.00
H (-6.0430, -14.2649, -23.7660)  0.00
C (-10.1725, -17.9565, -18.7758)  0.00
C (-10.6976, -19.3352, -18.5200)  0.00
C (-9.6615, -20.4363, -18.5422)  0.00
C (-10.1313, -21.9033, -18.1749)  0.00
P (-9.6644, -22.3923, -16.4627)  0.00
C (-10.8064, -21.4682, -15.3790)  0.00
C (-10.4079, -20.1681, -14.7987)  0.00
C (-11.4860, -19.5296, -13.8922)  0.00
C (-10.9986, -18.3176, -13.0045)  0.00
C (-7.9141, -21.9913, -16.0832)  0.00
C (-6.8652, -22.8784, -16.9350)  0.00
C (-5.4111, -22.4474, -16.7258)  0.00
C (-4.4150, -23.1719, -17.6712)  0.00
C (-9.8933, -24.2139, -16.4225)  0.00
C (-11.4193, -24.6882, -16.5344)  0.00
C (-11.6186, -26.1040, -15.9069)  0.00
C (-11.2856, -27.3154, -16.7663)  0.00
H (-9.7251, -17.8620, -19.7652)  0.00
H (-9.4422, -17.7625, -17.9902)  0.00
H (-10.9762, -17.2862, -18.4708)  0.00
H (-11.3660, -19.6675, -19.3142)  0.00
H (-11.4024, -19.4943, -17.7039)  0.00
H (-8.7762, -20.1416, -17.9786)  0.00
H (-9.2628, -20.3622, -19.5539)  0.00
H (-9.6610, -22.5652, -18.9021)  0.00
H (-11.2181, -21.9595, -18.2377)  0.00
H (-10.9225, -22.2488, -14.6272)  0.00
H (-11.7231, -21.4290, -15.9674)  0.00
H (-10.2130, -19.5044, -15.6411)  0.00
H (-9.4241, -20.1423, -14.3301)  0.00
H (-11.8085, -20.2725, -13.1627)  0.00
H (-12.3824, -19.2006, -14.4178)  0.00
H (-11.7900, -17.9063, -12.3778)  0.00
H (-10.6138, -17.6003, -13.7293)  0.00
H (-10.0407, -18.4290, -12.4965)  0.00
H (-7.8825, -22.2995, -15.0382)  0.00
H (-7.7114, -20.9285, -16.2154)  0.00
H (-7.2298, -22.7575, -17.9551)  0.00
H (-7.0659, -23.9433, -16.8168)  0.00
H (-5.0779, -22.4698, -15.6882)  0.00
H (-5.3321, -21.4253, -17.0961)  0.00
H (-4.8447, -23.2199, -18.6717)  0.00
H (-4.2633, -24.2157, -17.3962)  0.00
H (-3.3865, -22.8342, -17.7985)  0.00
H (-9.3089, -24.6449, -15.6096)  0.00
H (-9.4440, -24.5962, -17.3390)  0.00
H (-11.8261, -24.8285, -17.5358)  0.00
H (-12.1062, -23.9597, -16.1036)  0.00
H (-12.6458, -26.1350, -15.5436)  0.00
H (-11.0719, -26.1327, -14.9643)  0.00
H (-11.9299, -27.3829, -17.6429)  0.00
H (-11.5220, -28.1366, -16.0896)  0.00
H (-10.2040, -27.3224, -16.9009)  0.00
N (-6.2637, -16.2951, -14.6184)  0.18
S (-5.3470, -17.2956, -13.8994)  0.10
O (-5.0403, -18.5508, -14.6037)  0.10
O (-5.3871, -17.2641, -12.4476)  0.03
F (-4.0206, -16.4016, -14.2470)  0.01
S (-7.5689, -17.4440, -14.5963)  0.25
O (-8.0181, -18.0060, -13.3172)  0.14
O (-7.7389, -18.2555, -15.7745)  0.07
F (-8.6984, -16.3413, -14.7613)  0.01